[1]
Entry from the Open Molecules 2025 dataset: a structure of composition C31H37N4OsSe2 (the ωB97M-V functional and the def2-TZVPD basis).

Output
Max |F| ... 1.88 eV/Å
Highest occupied orbital energy (spin up / spin down) ... -0.6210 / -0.6211 Eh
LUMO (spin up / spin down) ... -11.379 / -11.387 eV
Charge ... +3
E_tot ... -171840.8921 eV
Gap between HOMO and LUMO (spin up / spin down) ... 5.5195 / 5.5151 eV

```
75
C31H37N4OsSe2 the ωB97M-V functional and the def2-TZVPD basis
H -2.65 1.58 -1.29
H 4.90 2.98 -0.10
C -1.53 -0.81 1.56
H -2.12 0.06 4.67
C 1.10 -4.50 0.12
H 1.02 1.53 -2.81
C -0.02 -0.99 -2.91
C 3.82 2.97 -0.15
N 1.80 1.72 -0.02
Os 0.79 -0.16 0.12
C -2.34 -0.95 2.76
C -3.49 0.96 -0.97
N -0.87 -0.70 -0.67
H -2.66 -1.67 -0.04
C 1.10 2.85 -0.21
C -0.69 2.91 2.92
H -4.86 -2.08 -2.05
H 1.11 4.96 -0.55
H 2.74 1.08 -2.89
C -2.47 -0.86 -2.54
C 1.71 4.08 -0.39
H -0.51 2.87 1.85
H 0.02 2.76 -0.23
C 2.24 -2.34 1.30
H -3.23 -1.55 2.86
H 2.02 1.05 4.07
C -0.35 1.84 5.16
H -1.77 2.92 3.09
H -3.36 0.67 0.07
H 1.83 2.80 3.98
C -3.72 -0.22 -1.92
H 3.43 -1.36 -2.55
C -1.13 -0.82 -2.04
N 1.27 -2.15 0.41
C 2.67 -3.59 1.68
C 3.14 1.77 -0.01
H -4.18 0.22 -2.81
H -4.56 -1.57 -0.38
H 2.57 -1.68 -4.04
C 2.46 -1.64 -2.96
H -5.73 -0.72 -1.35
C -1.56 -1.69 -4.63
C -0.26 -1.45 -4.19
C 0.72 -3.21 -0.20
N -0.43 0.02 1.82
H 3.47 -3.69 2.41
C -0.62 0.52 3.04
C 0.00 1.74 3.66
H -4.38 1.59 -0.99
H 1.85 1.86 2.49
H -0.03 -3.02 -0.96
Se 4.14 0.14 0.17
H 0.56 -1.62 -4.88
H 0.11 2.74 5.56
C 1.52 1.85 3.53
C 3.10 4.14 -0.36
H 2.20 -2.64 -2.61
C -4.76 -1.21 -1.40
H -1.42 1.92 5.34
C -2.63 -1.35 -3.83
H -3.63 -1.41 -4.24
C 1.73 0.78 -3.15
H -0.29 3.85 3.31
H 3.62 5.08 -0.47
H 1.60 -0.51 -1.45
C -1.78 -0.13 3.67
C -1.79 -1.12 0.28
C 2.07 -4.70 1.09
C 1.41 -0.60 -2.58
H 1.66 0.73 -4.24
H 0.63 -5.33 -0.39
H 0.04 0.99 5.73
H 2.38 -5.70 1.37
Se 2.97 -0.72 2.01
H -1.72 -2.07 -5.63
```



[2]
Entry from the Open Molecules 2025 dataset: a structure of composition C31H37N5PtS2Si (the ωB97M-V functional and the def2-TZVPD basis).

Output
Max |F| ... 4.77 eV/Å
Highest occupied orbital energy ... -0.2411 Eh
LUMO ... 0.301 eV
ΔE to the lowest compared entry with this formula, charge and spin ... 207.8 kJ/mol
E_tot ... -72993.7898 eV
Gap between HOMO and LUMO ... 6.8618 eV

```
77
C31H37N5PtS2Si the ωB97M-V functional and the def2-TZVPD basis
C 1.65 -1.91 -3.42
H 0.67 1.27 5.05
H 1.19 -1.50 -4.32
C 1.65 4.29 -1.71
N -1.07 0.64 2.26
H 2.23 -3.78 -1.19
H 2.92 0.53 2.42
H -4.47 -3.59 -0.18
H -4.29 1.89 -2.77
C 1.41 -3.23 -0.73
C -2.68 1.57 -1.43
H -4.18 2.37 -0.11
H 0.87 0.26 2.80
C 5.81 1.27 -0.02
C 1.40 1.62 -2.52
H 2.20 3.48 0.20
C 6.08 1.05 1.32
C -0.75 -3.63 -2.83
C 4.50 1.25 -0.47
C -2.45 1.78 3.84
C 5.04 0.79 2.20
C 1.90 3.25 -0.82
H -1.15 -3.31 -3.79
H -0.22 -4.57 -2.98
H 4.28 1.44 -1.52
C -1.84 -3.17 1.70
H -2.41 2.87 6.22
H 0.79 -3.92 -0.16
N -1.58 2.35 6.01
C -0.97 0.07 -2.06
N -0.47 -1.02 -1.42
N -1.53 0.92 -1.12
H -4.01 -4.62 1.19
H 2.16 -2.84 -3.71
H -2.50 2.61 0.43
H 2.42 -1.22 -3.08
C -2.92 -2.77 1.05
C -1.40 1.82 4.77
H -0.79 2.47 6.61
H 1.92 0.77 -2.95
H -1.59 -3.82 -2.16
C -3.16 2.58 -0.43
H -3.42 2.19 4.07
Pt -0.78 -0.39 0.43
C -0.06 0.69 3.14
C 3.45 0.99 0.41
C -1.68 -0.17 -3.30
C -3.37 1.35 -2.59
C -1.68 -4.52 2.37
H 1.83 -2.51 -0.02
H -3.16 3.58 -0.89
N 1.23 0.18 0.56
S -3.00 -1.15 0.33
H -0.70 -4.61 2.83
H 6.61 1.47 -0.71
H 0.99 2.45 -4.45
C -2.24 1.18 2.61
H -1.24 -0.87 -4.00
Si 0.43 -2.38 -2.07
C 1.77 1.92 -1.21
H -4.99 -3.17 1.45
H -1.79 -5.33 1.65
H 1.17 4.80 -3.74
C 1.25 2.68 -3.42
C 2.02 0.93 -0.09
H -2.43 -4.66 3.15
H 1.74 5.32 -1.37
H 5.25 0.61 3.25
C -2.86 0.43 -3.53
H 7.11 1.08 1.68
H -3.43 0.20 -4.42
C -0.18 1.26 4.38
S -0.42 -2.13 1.89
C 1.33 4.00 -3.03
C -4.16 -3.59 0.87
C 3.74 0.75 1.75
H -3.03 1.11 1.89
```



[3]
Entry from the Open Molecules 2025 dataset: a structure of composition C31H38AsCdN8O5PS2 (the ωB97M-V functional and the def2-TZVPD basis).

Output
Max |F| ... 0.70 eV/Å
Highest occupied orbital energy ... -0.2570 Eh
LUMO ... 0.181 eV
ΔE to the lowest compared entry with this formula, charge and spin ... 102.7 kJ/mol
E_tot ... -151280.6661 eV
Gap between HOMO and LUMO ... 7.1729 eV

```
87
C31H38AsCdN8O5PS2 the ωB97M-V functional and the def2-TZVPD basis
H 4.08 0.86 3.69
H -6.43 -1.19 -0.23
H 2.17 -0.02 -1.94
H -2.90 -2.95 -1.85
N 0.19 2.83 2.05
C 3.19 -0.18 -1.60
C 0.00 5.02 -4.46
O 3.59 0.89 -0.71
C -0.52 -3.15 -0.44
C 1.73 -3.27 3.21
H -5.07 0.61 0.77
S 0.29 1.98 -1.88
H 0.58 5.51 -5.24
H 3.68 -0.83 3.30
H -1.12 -2.93 4.76
C -0.38 -2.19 5.07
H -0.18 -1.19 -6.75
C 0.11 -4.13 -1.19
O 3.26 2.67 0.93
P 2.79 1.13 0.66
C 0.98 -2.01 2.91
C -4.60 -0.17 0.18
H -2.26 -0.40 -5.68
C -1.29 5.52 -4.14
H 2.28 -3.20 4.15
H 0.54 -3.89 -2.16
H -0.80 -1.59 5.88
H -2.50 -0.48 -3.23
C 0.63 -1.74 -3.51
As -0.64 -1.26 -0.95
C -1.99 4.88 -3.17
H -1.98 3.32 -1.82
H 3.32 3.66 -0.90
C -3.38 -2.16 -1.29
N 0.22 4.83 2.98
O -1.16 0.47 4.53
C 2.84 3.73 0.08
H 1.06 -4.13 3.27
C 0.06 -1.38 3.89
N 1.10 2.81 3.01
H -1.71 6.37 -4.65
C -1.07 -3.50 0.79
C -5.36 -1.18 -0.38
N 1.96 4.39 4.51
C -0.28 -1.23 -5.68
O 3.81 0.44 1.70
H 1.51 3.56 -4.03
C -1.59 -0.83 -3.69
O 1.93 -1.83 0.88
H 0.47 -2.74 5.48
H -0.29 -6.80 0.87
H 2.42 0.42 3.26
H 3.13 4.66 0.56
C 0.76 -1.71 -4.89
H -1.12 4.38 1.40
C -1.45 -0.78 -5.07
Cd -0.01 0.49 1.23
N 1.08 4.00 3.52
H -5.33 -2.99 -1.56
C -2.59 -1.14 -0.74
C -0.98 -4.80 1.26
C 0.53 3.95 -3.80
H 2.43 -3.44 2.40
H 1.68 -2.04 -5.35
C -0.33 4.05 2.06
N 1.11 -1.41 1.77
H 3.28 -1.14 -1.10
C 3.47 0.21 3.06
C 0.20 -5.44 -0.73
C -0.21 3.29 -2.77
H 0.69 -6.20 -1.33
C -4.75 -2.19 -1.12
N -1.45 3.82 -2.53
H 1.46 -2.09 -2.90
N -0.28 -0.16 3.67
S -2.36 1.26 0.73
H -1.42 -5.06 2.22
H -1.58 -2.75 1.38
C -0.56 -1.33 -2.90
H 1.76 3.72 -0.08
H 2.31 3.55 4.95
C -0.35 -5.78 0.50
C -3.20 -0.12 0.01
H 1.46 5.00 5.14
H -2.98 5.18 -2.87
H -1.58 -0.20 5.09
H 3.87 -0.13 -2.45
```